Record 1
An isolated molecule of C20H16N6O. Source: OMol25; level of theory: wB97M-V/def2-TZVPD.

Geometry as XYZ:
```
43
Properties=species:S:1:pos:R:3:forces:R:3
C -3.922209 -0.299586 4.692785 -0.02 0.63 -0.09
O -3.147326 -0.305802 3.480508 0.52 0.00 -0.88
C -2.579466 -1.472614 3.129872 -0.63 -0.93 1.95
N -2.825803 -2.593150 3.774908 0.23 0.98 -0.73
C -2.064587 -3.527859 3.103117 -0.36 0.46 -0.28
C -2.076303 -4.890611 3.283573 -0.29 -0.05 0.82
C -1.297017 -5.653173 2.462828 0.93 -0.56 -0.95
C -0.528472 -5.038936 1.456504 -0.75 1.26 0.73
N -0.555869 -3.701540 1.230321 -0.23 0.74 0.28
C -1.331157 -2.935857 2.052847 0.49 -3.67 0.27
N -1.638422 -1.601956 2.124982 0.22 1.90 -1.50
C -1.213649 -0.578732 1.203983 0.29 1.29 -0.90
C -1.197369 0.782155 1.586068 0.41 0.29 0.18
C -0.831666 1.801812 0.683220 -0.30 -0.76 0.30
C -0.417855 1.514093 -0.620484 -0.23 -1.25 0.44
N -0.076346 2.547758 -1.468138 0.36 0.42 -0.67
C 1.023301 2.589352 -2.313584 0.03 1.55 -0.18
N 1.425864 3.759486 -2.758686 -0.58 -0.41 0.72
C 2.582035 3.482946 -3.427637 0.53 1.50 -0.88
C 3.425383 4.410393 -4.047727 0.89 0.14 -0.77
C 4.569713 3.964912 -4.700338 -0.16 -1.40 0.17
C 4.872880 2.567855 -4.698317 -0.21 0.37 -0.35
C 4.025285 1.661525 -4.070863 0.02 -0.55 0.01
C 2.870492 2.127892 -3.461030 0.29 0.80 0.13
N 1.827362 1.578829 -2.741412 -0.65 -1.66 0.80
C -0.396643 0.162756 -1.027994 -0.65 -0.08 1.29
C -0.823223 -0.848637 -0.134227 0.00 0.90 0.36
H -3.249511 -0.238867 5.544087 0.00 -0.30 0.09
H -4.582854 -1.139287 4.738502 -0.07 -0.71 0.12
H -4.560308 0.591548 4.699351 0.45 -0.01 -0.39
H -2.678420 -5.299199 4.090443 0.06 -0.07 -0.18
H -1.231911 -6.737565 2.542644 -0.13 0.26 0.14
H 0.119386 -5.670819 0.849821 -0.11 0.49 -0.14
H -1.385220 1.089575 2.630787 -0.14 -0.37 -0.81
H -0.886910 2.849511 0.981177 0.12 -0.31 0.15
H -0.344047 3.497675 -1.195611 0.25 -0.64 -0.16
H 3.235274 5.476160 -4.103999 -0.41 -0.13 0.35
H 5.218097 4.644502 -5.251739 -0.19 -0.08 0.26
H 5.722548 2.170969 -5.275578 -0.35 0.35 0.50
H 4.225406 0.596046 -4.038470 0.23 0.06 -0.22
H 1.730933 0.621391 -2.435479 0.17 0.17 -0.12
H -0.163359 -0.114289 -2.050676 -0.07 0.03 0.12
H -0.868031 -1.840662 -0.520336 0.06 -0.63 0.01
```
Positions in Å, forces in eV/Å.

As for the charge: 0. As for the LUMO energy: 0.023 Ha. The SMILES is COc1nc2cccnc2n1-c1ccc(Nc2nc3ccccc3[nH]2)cc1. The HOMO energy is -7.67 eV. The value obtained for the HOMO-LUMO gap is 8.31 eV.

Record 2
A structure of composition C17H11CrFN5O20. Source: OMol25; level of theory: wB97M-V/def2-TZVPD.

Geometry as XYZ:
```
55
Properties=species:S:1:pos:R:3:forces:R:3
Cr 0.888864 3.400220 2.622719 -0.30 0.58 -2.47
N 3.610534 2.979042 4.058513 -0.17 -0.04 0.73
O 4.014438 1.846556 4.268995 -0.02 0.08 -0.29
O 3.880261 3.934216 4.770429 -0.01 0.03 -0.09
O 2.857988 3.188074 3.012647 -0.71 0.00 0.31
N -1.559972 5.550428 3.078458 -0.21 1.03 0.39
O -2.491019 5.890246 2.349958 0.31 -0.38 0.20
O -0.902029 4.506810 2.764235 0.65 -1.44 -0.01
O -1.253607 6.169680 4.096028 0.08 -0.14 -0.06
N 0.569927 0.646346 3.729101 -0.56 -0.18 -0.48
O 1.117111 0.183991 2.739035 0.03 0.12 0.30
O 0.208005 1.912163 3.709751 0.38 0.43 0.26
O 0.230304 0.000121 4.704634 0.30 0.22 -0.14
N 1.533294 6.223682 1.187484 -0.28 0.09 0.21
O 2.618698 6.701193 0.879105 0.07 -0.17 -0.03
O 1.522897 5.028959 1.666883 0.73 -0.63 0.02
O 0.480213 6.819777 1.064294 -0.33 0.12 -0.03
N 0.582547 1.995216 0.403298 0.09 -0.39 2.44
O 0.368306 1.038952 -0.317947 -0.04 0.63 -0.67
O -0.349445 2.654827 0.975903 0.19 -0.11 -0.33
O 1.730662 2.277565 0.851914 -0.32 0.05 -0.38
C 1.712493 -1.777144 -0.019745 -0.19 0.24 0.49
C 2.789610 -0.796732 -0.420999 -0.16 0.70 -1.30
O 3.619809 -1.586713 -1.276516 0.45 0.06 0.10
C 3.309914 -2.887941 -1.170454 -0.28 0.01 0.56
O 3.848186 -3.775856 -1.747862 0.33 -0.24 -0.33
O 2.298464 -3.054950 -0.303230 -0.40 -0.07 -0.05
F 3.504251 -0.243784 0.571926 0.24 -0.55 0.27
H 0.822793 -1.601246 -0.625708 0.09 -0.20 -0.14
H 1.417761 -1.710269 1.024442 0.27 0.01 0.09
H 2.447819 0.003817 -1.071735 -0.26 0.14 0.37
C -4.761131 -4.029402 -0.327603 0.40 0.15 1.02
C -5.060015 -2.693764 -0.055530 -0.03 -0.58 -0.39
C -4.234301 -1.694885 -0.547646 -0.99 -0.17 -0.32
C -3.114458 -2.044082 -1.284841 0.00 0.21 0.15
C -2.718122 -3.377968 -1.401258 -0.32 0.40 -0.05
C -3.556910 -4.373320 -0.913094 -0.17 -0.20 -0.47
C -1.475132 -3.721862 -2.133339 0.09 -0.22 -0.29
O -1.129853 -4.875766 -2.269990 -0.01 -0.28 0.04
C -0.662003 -2.616776 -2.704084 0.00 0.25 -0.29
C 0.555628 -2.911194 -3.319893 -0.39 -0.46 0.15
C 1.367993 -1.887649 -3.735795 0.37 0.91 -0.65
C 0.978558 -0.552230 -3.570760 -0.17 -0.81 0.23
C -0.275413 -0.263928 -3.058812 1.21 0.62 0.10
C -1.099769 -1.295621 -2.643466 -0.32 0.07 0.47
C -2.421121 -0.956993 -2.033833 0.83 -0.46 0.09
O -2.899443 0.137175 -2.159406 -0.43 0.51 -0.05
H -5.409461 -4.791519 0.088566 -0.04 -0.09 -0.27
H -5.996880 -2.513778 0.455647 0.12 0.44 0.06
H -4.570749 -0.666839 -0.528033 0.35 0.10 0.20
H -3.310900 -5.410324 -1.102138 0.16 0.03 0.13
H 0.799973 -3.956527 -3.453008 0.24 0.04 0.11
H 2.311395 -2.036494 -4.249039 0.03 -0.45 0.27
H 1.689298 0.233071 -3.786845 -0.11 0.11 -0.14
H -0.436259 0.783429 -2.841351 -0.81 -0.13 -0.04
```
Positions in Å, forces in eV/Å.

As for the charge: -2. As for the LUMO energy (alpha / beta): 0.083 / 0.083 Ha. As for the spin multiplicity: 4. The HOMO energy (alpha / beta) is -4.21 / -4.25 eV. The value obtained for the HOMO-LUMO gap (alpha / beta) is 6.46 / 6.50 eV.

Record 3
A structure of composition C38H46BrNNiO2P. Source: OMol25; level of theory: wB97M-V/def2-TZVPD.

Geometry as XYZ:
```
90
Properties=species:S:1:pos:R:3:forces:R:3
Ni 0.455776 0.484568 -0.790961 -0.32 0.64 -0.08
C 4.342851 2.018946 -1.022184 -0.03 -0.04 -0.02
C 4.106194 0.583557 -1.494990 -0.17 0.15 -0.14
C 4.023574 0.561936 -3.028382 -0.03 -0.02 0.06
P 2.618701 -0.240845 -0.734902 0.41 -0.24 0.18
C 2.981279 -2.023737 -1.166589 -0.23 -0.02 -0.11
C 2.222733 -2.403108 -2.450371 -0.02 0.01 0.08
C 2.577745 -2.992972 -0.056905 -0.03 -0.02 -0.02
C 2.877047 -0.105720 1.050698 0.06 0.12 -0.02
C 4.122117 -0.292913 1.660412 -0.04 -0.04 -0.15
C 4.293873 -0.292660 3.031423 0.08 0.02 0.11
C 5.654886 -0.459557 3.668334 -0.10 0.03 -0.03
C 3.140009 -0.104678 3.807595 -0.07 0.01 -0.02
C 1.896900 0.089863 3.246523 0.07 0.01 -0.01
C 1.709934 0.121493 1.833809 -0.40 -0.07 0.04
N 0.501284 0.341646 1.246751 0.10 -0.27 0.11
C -0.692141 0.122692 1.995014 0.24 0.19 0.13
C -1.546534 1.189318 2.331471 0.06 0.02 -0.06
C -1.193479 2.602552 1.958121 0.00 0.00 0.13
C -2.729770 0.944026 3.027178 0.03 0.13 -0.04
C -3.102947 -0.329518 3.426141 -0.07 -0.04 0.05
C -4.378243 -0.567805 4.201423 0.10 0.01 -0.05
C -2.250280 -1.373819 3.099051 0.07 -0.09 -0.05
C -1.066077 -1.173433 2.392920 0.00 -0.12 -0.01
C -0.220084 -2.355214 2.006647 -0.08 0.05 0.01
H 5.315544 2.360834 -1.393487 -0.05 -0.03 0.03
H 4.340367 2.105217 0.065020 -0.03 -0.02 -0.02
H 3.576604 2.687764 -1.416609 0.06 -0.05 0.03
H 4.952220 -0.033682 -1.180732 0.09 -0.01 0.01
H 3.060703 0.954539 -3.371547 0.07 -0.01 0.04
H 4.154607 -0.439477 -3.438188 -0.03 -0.02 0.01
H 4.809988 1.195147 -3.449263 -0.02 -0.03 0.02
H 4.061670 -2.091067 -1.330197 0.04 -0.05 -0.04
H 1.144905 -2.293050 -2.284797 0.11 -0.01 0.01
H 2.420209 -3.447364 -2.715637 0.02 0.05 0.02
H 2.488680 -1.782672 -3.305985 0.00 0.02 0.02
H 1.492171 -2.985317 0.070283 0.19 -0.01 -0.03
H 3.034328 -2.745070 0.901730 -0.01 -0.01 -0.03
H 2.873430 -4.011081 -0.332913 -0.01 0.05 0.00
H 4.995392 -0.471585 1.032814 -0.08 0.04 0.02
H 6.382231 -0.839366 2.945667 -0.06 0.02 0.04
H 5.623227 -1.158563 4.509579 0.00 0.03 -0.05
H 6.041083 0.491514 4.052056 -0.02 -0.06 -0.02
H 3.231164 -0.109442 4.891862 -0.03 0.00 -0.05
H 1.028192 0.226882 3.881749 0.05 0.00 0.00
H -0.239527 2.897381 2.403908 -0.02 -0.01 -0.04
H -1.968845 3.296102 2.297140 0.08 -0.07 -0.01
H -1.074268 2.714977 0.884673 0.04 0.02 -0.18
H -3.377787 1.786210 3.265541 0.07 -0.05 -0.03
H -5.147538 0.157143 3.926865 0.03 -0.03 0.01
H -4.211600 -0.478397 5.279580 0.00 0.00 -0.04
H -4.772013 -1.568726 4.011949 0.02 0.04 0.00
H -2.523739 -2.389104 3.379898 0.04 0.05 -0.03
H -0.695571 -3.286939 2.321742 0.02 0.03 0.00
H 0.782080 -2.311467 2.442544 -0.06 0.03 -0.01
H -0.113227 -2.365737 0.921724 -0.07 0.02 0.08
Br 1.519110 7.096074 -1.820777 0.00 0.00 0.00
C 1.239797 5.224946 -1.534272 0.00 -0.02 -0.02
C 0.594824 4.479456 -2.504257 -0.02 -0.13 0.04
C 0.392549 3.114628 -2.273937 0.00 0.15 -0.13
C 0.816009 2.471235 -1.105702 -0.01 -0.18 0.08
C 1.465695 3.282941 -0.168332 -0.07 0.08 0.14
C 1.683629 4.645072 -0.357131 -0.01 -0.05 0.00
H 0.244435 4.951969 -3.416264 0.04 -0.03 0.07
H -0.130014 2.541273 -3.037178 0.05 0.06 0.08
H 1.813799 2.837814 0.763508 -0.03 0.04 -0.05
H 2.188074 5.244010 0.394113 -0.04 -0.04 -0.06
C -7.202033 -1.893789 -2.416403 0.13 0.04 -0.01
C -5.738762 -1.536659 -2.281204 -0.07 0.03 0.02
C -4.744443 -2.414692 -2.690200 0.01 -0.05 0.03
C -3.394846 -2.117958 -2.522631 0.07 -0.01 -0.07
C -2.345525 -3.100945 -2.993019 -0.07 0.14 0.03
C -3.033630 -0.892137 -1.954861 -0.03 -0.10 -0.08
C -4.015528 0.020171 -1.546474 -0.03 0.02 0.03
C -3.659828 1.335572 -0.890819 0.02 -0.17 0.01
C -5.354169 -0.326372 -1.712934 -0.01 -0.01 -0.01
C -1.576149 -0.562864 -1.758630 0.07 0.07 -0.06
O -1.086733 0.452789 -2.329390 -0.16 -0.24 0.18
O -0.889672 -1.281289 -0.984505 -0.03 0.06 -0.01
H -7.347964 -2.714746 -3.122121 0.03 0.06 0.04
H -7.786751 -1.037749 -2.761271 0.03 -0.04 0.01
H -7.615009 -2.205914 -1.453165 0.01 0.01 -0.03
H -5.021553 -3.362194 -3.146104 0.01 0.05 0.03
H -2.805658 -4.038266 -3.307938 -0.01 0.03 0.00
H -1.623300 -3.304523 -2.203604 -0.01 0.00 0.01
H -1.790899 -2.692136 -3.842895 0.00 -0.01 0.04
H -2.870248 1.850649 -1.435685 0.00 0.00 -0.02
H -3.297450 1.167005 0.130005 -0.01 -0.01 -0.08
H -4.536951 1.982083 -0.832903 0.02 -0.03 0.00
H -6.120874 0.374283 -1.388205 0.07 -0.05 -0.02
```
Positions in Å, forces in eV/Å.

As for the charge: -1. As for the LUMO energy (alpha / beta): 0.098 / 0.098 Ha. As for the spin multiplicity: 3. The HOMO energy (alpha / beta) is -4.07 / -4.12 eV. The value obtained for the HOMO-LUMO gap (alpha / beta) is 6.74 / 6.79 eV.

E: -31988.212; -97334.643; -166116.684 (eV)
Energy relative to the best compared isomer or geometry (same formula, charge and spin): 0.00; 0.00; 0.00 (kJ/mol)